Record 1
Formula: C4H11N2O
Source: the OMol25 dataset
Level of theory: ωB97M-V/def2-TZVPD

Cartesian coordinates (Å):
1 C 2.351 -0.743 1.095
2 N 1.447 -1.522 0.238
3 C 0.336 -1.062 -0.323
4 O -0.491 -1.729 -0.924
5 C 0.060 0.444 -0.196
6 N -1.212 0.653 -0.948
7 C -2.312 1.300 -0.160
8 H 3.079 -1.449 1.482
9 H 1.805 -0.317 1.934
10 H 2.862 0.027 0.523
11 H 1.622 -2.499 0.093
12 H 0.827 1.086 -0.616
13 H -0.106 0.693 0.850
14 H -1.047 1.170 -1.825
15 H -1.478 -0.320 -1.229
16 H -3.172 1.406 -0.818
17 H -2.594 0.599 0.618
18 H -1.977 2.263 0.206

- Relative energy (zero: lowest compared OMol25 entry of this formula, charge and spin): 18.7 kcal per mole
- HOMO level: -0.524 Eh
- Total charge: +1

***

Record 2
Formula: C4H11N2O
Source: the OMol25 dataset
Level of theory: ωB97M-V/def2-TZVPD

Cartesian coordinates (Å):
1 C 10.918 1.327 0.328
2 C -8.940 -0.898 0.998
3 C 10.139 0.187 0.339
4 C -8.095 0.084 0.247
5 N -9.329 1.316 -0.799
6 N 9.982 -0.633 -0.750
7 O -7.123 0.019 -0.434
8 H -8.644 1.453 -1.526
9 H 11.625 1.568 -0.354
10 H 11.114 1.840 1.230
11 H -8.774 -1.931 0.693
12 H -9.930 -0.582 0.842
13 H -8.818 -0.777 1.993
14 H 9.484 -0.116 1.109
15 H -9.810 2.115 -0.865
16 H -9.842 0.518 -0.630
17 H 9.324 -1.394 -0.803
18 H 10.541 -0.316 -1.547

- Relative energy (zero: lowest compared OMol25 entry of this formula, charge and spin): 125.2 kcal per mole
- HOMO level: -0.318 Eh
- Total charge: +1

***

Record 3
Formula: C4H11N2O
Source: the OMol25 dataset
Level of theory: ωB97M-V/def2-TZVPD

Cartesian coordinates (Å):
1 C -0.444 2.200 0.610
2 N 0.618 1.317 1.051
3 C 0.830 0.038 0.722
4 O 1.870 -0.545 1.026
5 C 0.076 -0.529 -0.517
6 C -1.339 -0.956 -0.229
7 N 0.951 -1.671 -0.989
8 H -1.317 2.242 1.286
9 H -0.911 1.851 -0.322
10 H -0.010 3.200 0.561
11 H 1.273 1.745 1.695
12 H 0.125 0.163 -1.360
13 H -2.082 -0.254 -0.592
14 H -1.674 -1.977 -0.512
15 H -1.593 -1.073 0.835
16 H 1.748 -1.280 -1.494
17 H 1.498 -2.142 -0.253
18 H 0.382 -2.327 -1.520

- Relative energy (zero: lowest compared OMol25 entry of this formula, charge and spin): 32.2 kcal per mole
- HOMO level: -0.513 Eh
- Total charge: +1

***

Record 4
Formula: C4H11N2O
Source: the OMol25 dataset
Level of theory: ωB97M-V/def2-TZVPD

Cartesian coordinates (Å):
1 C -1.089 -1.297 -1.744
2 C -1.355 -1.160 -0.299
3 N -0.209 -1.094 0.675
4 C 0.849 -0.307 0.877
5 O 2.084 -0.556 0.651
6 C 0.312 1.150 0.950
7 N 1.542 2.008 0.738
8 H -0.382 -2.179 -1.924
9 H -2.001 -1.649 -2.276
10 H -0.660 -0.404 -2.238
11 H -1.951 -0.236 -0.174
12 H -2.012 -1.933 -0.039
13 H -0.275 -1.841 1.356
14 H -0.033 1.180 -0.019
15 H -0.393 1.611 1.558
16 H 1.789 2.628 1.501
17 H 2.358 1.372 0.398
18 H 1.426 2.707 0.011

- Relative energy (zero: lowest compared OMol25 entry of this formula, charge and spin): 73.7 kcal per mole
- HOMO level: -0.504 Eh
- Total charge: +1

***

Record 5
Formula: C4H11N2O
Source: the OMol25 dataset
Level of theory: ωB97M-V/def2-TZVPD

Cartesian coordinates (Å):
1 C 0.397 -0.554 -2.251
2 N 1.027 -1.051 -1.006
3 C 0.438 -1.723 -0.074
4 N 0.999 -2.151 1.050
5 H 0.596 -1.279 -3.036
6 H 0.824 0.421 -2.452
7 H -0.672 -0.467 -2.084
8 H 1.989 -0.770 -0.893
9 H -0.596 -1.998 -0.233
10 H 1.877 -1.756 1.370
11 H 0.375 -2.484 1.774
12 O -1.303 0.360 0.255
13 C -1.107 1.147 1.162
14 C -1.025 2.615 1.039
15 H -0.967 0.683 2.151
16 H -1.168 3.051 0.057
17 H -0.012 2.877 1.380
18 H -1.670 3.079 1.789

- Relative energy (zero: lowest compared OMol25 entry of this formula, charge and spin): 27.4 kcal per mole
- HOMO level: -0.504 Eh
- Total charge: +1

***

Record 6
Formula: C4H11N2O
Source: the OMol25 dataset
Level of theory: ωB97M-V/def2-TZVPD

Cartesian coordinates (Å):
1 O 3.028 2.060 0.195
2 C 2.495 1.775 1.263
3 C 1.229 0.928 1.267
4 N 0.945 0.444 -0.113
5 H 2.933 2.039 2.252
6 H 1.309 0.124 2.025
7 H 0.413 1.568 1.580
8 H 0.010 -0.115 -0.165
9 H 1.002 1.189 -0.781
10 H 1.676 -0.217 -0.405
11 C -2.111 -1.771 -0.047
12 C -1.489 -0.463 -1.876
13 N -1.204 -0.828 -0.689
14 H -1.950 -2.783 -0.453
15 H -3.179 -1.477 -0.277
16 H -1.949 -1.784 1.063
17 H -0.811 0.180 -2.439
18 H -2.348 -0.870 -2.400

- Relative energy (zero: lowest compared OMol25 entry of this formula, charge and spin): 55.7 kcal per mole
- HOMO level: -0.534 Eh
- Total charge: +1

***

Record 7
Formula: C4H11N2O
Source: the OMol25 dataset
Level of theory: ωB97M-V/def2-TZVPD

Cartesian coordinates (Å):
1 C 3.607 0.189 0.123
2 C -0.659 0.274 -1.425
3 C -0.105 -1.338 0.195
4 C -1.616 0.386 0.981
5 N 0.520 0.995 0.522
6 N -0.393 0.016 0.036
7 O 4.701 -0.001 0.279
8 H 0.502 1.728 -0.210
9 H -1.727 -0.142 -1.718
10 H -0.500 1.256 -1.732
11 H -0.086 -0.465 -2.000
12 H -0.177 -1.610 1.304
13 H -0.853 -1.953 -0.343
14 H 0.860 -1.486 -0.356
15 H -1.716 -0.417 1.720
16 H -1.379 1.195 1.701
17 H -2.510 0.670 0.437
18 H 1.530 0.703 0.485

- Relative energy (zero: lowest compared OMol25 entry of this formula, charge and spin): 96.2 kcal per mole
- HOMO level: -0.554 Eh
- Total charge: +1

***

Record 8
Formula: C4H11N2O
Source: the OMol25 dataset
Level of theory: ωB97M-V/def2-TZVPD

Cartesian coordinates (Å):
1 C -0.405 -1.375 0.162
2 C 1.108 -1.335 0.038
3 C 0.583 0.831 -0.229
4 C -1.805 0.788 -0.313
5 N 1.088 1.820 0.533
6 N -0.647 0.079 0.340
7 O 1.696 -2.040 -0.920
8 H -0.886 -1.627 -0.797
9 H -0.754 -1.824 0.989
10 H 1.591 -1.156 1.081
11 H 0.528 1.045 -1.236
12 H -1.767 1.095 -1.392
13 H -2.864 0.312 -0.173
14 H -1.891 1.737 0.090
15 H 1.321 2.652 -0.030
16 H 1.850 1.600 1.163
17 H -0.911 0.232 1.339
18 H 2.163 -2.836 -0.645

- Relative energy (zero: lowest compared OMol25 entry of this formula, charge and spin): 121.1 kcal per mole
- HOMO level: -0.455 Eh
- Total charge: +1

***

Record 9
Formula: C4H11N2O2
Source: the OMol25 dataset
Level of theory: ωB97M-V/def2-TZVPD

Cartesian coordinates (Å):
1 N -1.366 2.515 1.301
2 C -1.461 1.426 0.361
3 O -2.252 0.514 0.678
4 O -0.702 1.512 -0.637
5 H -1.135 3.412 0.896
6 H -2.202 2.540 1.868
7 C 1.080 -0.768 -1.135
8 C 0.394 -1.490 0.010
9 C 0.857 -1.011 1.384
10 N 0.229 -0.726 -2.322
11 H 2.071 -1.208 -1.338
12 H 1.369 0.240 -0.807
13 H 0.505 -2.576 -0.093
14 H -0.680 -1.299 -0.076
15 H 0.519 0.011 1.545
16 H 1.953 -0.974 1.440
17 H 0.517 -1.699 2.159
18 H 0.753 -0.426 -3.136
19 H -0.448 0.009 -2.099

- Relative energy (zero: lowest compared OMol25 entry of this formula, charge and spin): 5.0 kcal per mole
- HOMO level: -0.161 Eh
- Total charge: -1

***

Record 10
Formula: C4H11N2O2
Source: the OMol25 dataset
Level of theory: ωB97M-V/def2-TZVPD

Cartesian coordinates (Å):
1 C 0.756 0.916 0.144
2 C -1.510 0.214 -1.470
3 C 2.588 -0.749 0.343
4 C -2.236 -0.572 0.999
5 N -1.484 1.066 -0.334
6 N 1.587 1.903 0.253
7 O 1.201 -0.281 0.158
8 O -2.030 0.825 0.763
9 H -1.950 -0.870 -1.253
10 H -2.164 0.675 -2.115
11 H -0.553 0.227 -2.055
12 H 3.046 -0.269 -0.565
13 H 2.620 -1.763 0.182
14 H 2.871 -0.337 1.227
15 H -2.279 -0.756 2.139
16 H -1.469 -1.247 0.610
17 H -3.272 -0.982 0.522
18 H 1.321 2.845 -0.019
19 H 2.501 1.777 0.611

- Relative energy (zero: lowest compared OMol25 entry of this formula, charge and spin): 177.5 kcal per mole
- HOMO level (alpha / beta): -0.484 / -0.484 Eh
- Total charge: +1

***

Record 11
Formula: C4H11N2O2
Source: the OMol25 dataset
Level of theory: ωB97M-V/def2-TZVPD

Cartesian coordinates (Å):
1 C 2.786 -0.682 -0.809
2 N 1.623 0.183 -0.784
3 C 0.687 0.172 0.169
4 O 0.844 -0.580 1.222
5 C -0.524 1.007 0.189
6 C -2.115 0.313 0.557
7 N -2.738 -0.173 -0.578
8 O -1.934 -0.691 1.463
9 H 2.504 -1.727 -0.666
10 H 3.265 -0.592 -1.780
11 H 3.512 -0.387 -0.048
12 H 1.484 0.799 -1.573
13 H 1.647 -1.127 1.227
14 H -0.433 1.682 1.038
15 H -0.638 1.579 -0.728
16 H -2.639 1.195 0.936
17 H -2.438 -1.080 -0.899
18 H -2.977 0.482 -1.303
19 H -1.917 -0.372 2.370

- Relative energy (zero: lowest compared OMol25 entry of this formula, charge and spin): 35.1 kcal per mole
- HOMO level: -0.472 Eh
- Total charge: +1

***

Record 12
Formula: C4H11N2O2
Source: the OMol25 dataset
Level of theory: ωB97M-V/def2-TZVPD

Cartesian coordinates (Å):
1 N -1.042 1.491 -0.175
2 C 0.180 0.589 0.155
3 C 0.448 -0.432 -1.051
4 C 1.596 0.034 -1.947
5 O -0.744 -0.580 -1.696
6 C -0.118 -0.183 1.391
7 N 0.718 -1.109 1.883
8 O -1.177 0.027 2.008
9 H -1.669 1.582 0.632
10 H -1.497 1.061 -1.002
11 H -0.713 2.385 -0.551
12 H 0.985 1.326 0.266
13 H 0.846 -1.339 -0.547
14 H 2.123 -0.706 -2.582
15 H 2.435 0.373 -1.270
16 H 1.444 0.838 -2.650
17 H -0.787 -1.348 -2.282
18 H 1.726 -0.973 1.803
19 H 0.417 -1.601 2.724

- Expectation value of S²: 0.7647
- Relative energy (zero: lowest compared OMol25 entry of this formula, charge and spin): 39.8 kcal per mole
- HOMO level (alpha / beta): -0.718 / -0.713 Eh
- Total charge: +2
- 2S+1: 2

***

> Among the records above, which one has the highest total charge?

number 12

***

> Look up the total charge of the eighth one.

+1

***

Please write out number 1 again, unchanged.
Formula: C4H11N2O
Source: the OMol25 dataset
Level of theory: ωB97M-V/def2-TZVPD

Cartesian coordinates (Å):
1 C 2.351 -0.743 1.095
2 N 1.447 -1.522 0.238
3 C 0.336 -1.062 -0.323
4 O -0.491 -1.729 -0.924
5 C 0.060 0.444 -0.196
6 N -1.212 0.653 -0.948
7 C -2.312 1.300 -0.160
8 H 3.079 -1.449 1.482
9 H 1.805 -0.317 1.934
10 H 2.862 0.027 0.523
11 H 1.622 -2.499 0.093
12 H 0.827 1.086 -0.616
13 H -0.106 0.693 0.850
14 H -1.047 1.170 -1.825
15 H -1.478 -0.320 -1.229
16 H -3.172 1.406 -0.818
17 H -2.594 0.599 0.618
18 H -1.977 2.263 0.206

- Relative energy (zero: lowest compared OMol25 entry of this formula, charge and spin): 18.7 kcal per mole
- HOMO level: -0.524 Eh
- Total charge: +1

***

> Among the records above, which one has the highest total charge?

number 12